(1)
Entry from the OMol25 dataset: a structure of composition C17H28NO at a distorted geometry (the ωB97M-V functional and the def2-TZVPD basis).

```
47
Properties=species:S:1:pos:R:3:lowdin_charge:R:1
C -4.38177 -1.58236 1.01082 0.009
C -3.37124 -0.67958 0.16192 -0.188
C -3.78530 -0.00066 -1.04998 -0.040
C -3.06268 0.71691 -1.77091 -0.156
C -1.81928 0.87447 -1.44233 -0.099
C -1.48727 0.38955 -0.03695 -0.025
C -2.33028 -0.51544 0.81015 -0.394
C -1.77880 -0.99318 1.79424 -0.085
H -2.38487 -0.61498 2.66868 0.156
H -1.85270 -2.13957 1.87124 0.159
H -0.76445 -0.60574 2.10956 0.107
O -0.23321 0.85715 0.26819 -0.150
C 0.01680 1.68595 1.14950 -0.316
C 1.34152 2.68289 1.04896 -0.054
H 1.43485 3.33605 1.65694 -0.002
C 2.43584 1.60292 1.16938 -0.021
N 2.46090 0.56481 -0.07305 0.051
H 2.61954 1.19551 -0.89401 0.200
C 3.35521 -0.40690 -0.13135 -0.290
C 3.29195 -1.08730 -1.34131 -0.203
H 3.50846 -0.41660 -2.33138 0.190
H 3.98823 -1.79423 -1.30697 0.093
C 1.94583 -1.68170 -1.58823 -0.212
H 1.95762 -2.61275 -2.12233 0.102
H 1.24294 -0.93410 -2.34739 0.190
C 1.57096 -2.15922 -0.23731 -0.227
H 1.45058 -3.44615 -0.11037 0.205
H 0.52666 -1.63106 -0.06400 0.123
C 2.44006 -1.61634 0.85390 -0.021
H 3.27290 -2.37585 1.12327 0.151
H 2.06593 -1.07226 1.59260 0.034
H 4.19994 -0.27799 0.21015 0.086
H 1.43356 0.50536 -0.15785 0.130
H 3.43190 2.04954 1.00117 0.140
H 2.43928 0.96518 1.95607 0.083
H 1.33207 3.30867 0.08486 0.154
H -0.81449 2.56543 0.95286 0.167
H -0.03915 1.51993 2.56225 0.226
C -0.95569 2.00349 -2.05240 0.046
H -0.79511 2.97468 -1.39588 0.150
H -1.34893 2.20563 -2.82118 -0.029
H -0.15489 1.51706 -2.10359 -0.011
H -3.56386 1.13755 -2.64044 0.148
H -4.98430 -0.44596 -1.36700 0.207
H -4.68078 -1.16303 1.87240 0.037
H -5.24648 -1.71132 0.43003 0.039
H -3.92803 -2.69444 1.02707 0.143
```

The total charge is +1. As for the energy above the lowest of the compared OMol25 structures with the same formula, charge and spin: 1679.2 kJ/mol. The calculation puts the largest force on an atom at 0.346 Eh/bohr.

***

(2)
Entry from the OMol25 dataset: an isolated molecule of C17H28Si3 at a distorted geometry (the ωB97M-V functional and the def2-TZVPD basis).

```
48
Properties=species:S:1:pos:R:3:lowdin_charge:R:1
C -1.50687 2.39763 -1.79535 -0.232
Si -2.09816 0.68336 -1.20512 0.465
C -2.90930 -0.28239 -2.65418 -0.210
C -3.58298 1.13333 -0.06498 -0.205
Si -0.13510 -0.30838 -0.54411 0.522
C 0.98691 -0.36382 -1.99145 -0.222
C 0.67787 0.95779 0.59084 -0.263
C 0.01472 2.12679 0.69657 -0.156
C 0.65542 3.27767 1.21755 -0.040
C 1.99094 3.27283 1.55112 -0.037
C 2.71655 2.12183 1.34059 -0.166
C 4.04300 2.04279 1.72765 -0.054
C 4.72621 0.89357 1.55935 -0.097
C 4.09771 -0.24004 1.09362 -0.102
C 2.79467 -0.32439 0.80465 -0.058
C 2.07330 0.87470 0.90495 -0.133
Si -0.66602 -2.46114 0.46612 0.429
C -0.86735 -3.72577 -0.97800 -0.194
C -2.41851 -2.19117 1.10290 -0.237
C 0.48563 -3.10015 1.73251 -0.213
H -0.40012 2.51475 -1.61591 0.034
H -1.75745 2.61737 -2.84593 0.032
H -1.86974 3.22168 -1.14184 0.036
H -3.49456 0.44650 -3.24771 0.040
H -3.54424 -0.99940 -2.14236 0.010
H -2.16498 -0.88109 -3.16862 0.008
H -3.45061 2.17373 0.28657 0.022
H -4.55437 1.14056 -0.56670 0.029
H -3.66296 0.51825 0.85106 0.016
H 0.37039 -0.15019 -2.81919 0.004
H 1.34666 -1.42073 -1.95372 0.041
H 1.87345 0.25703 -1.88382 0.046
H -1.02087 2.14931 0.42984 0.031
H 0.10851 4.15840 1.54147 0.106
H 2.41650 4.09996 1.99106 0.090
H 4.61044 2.97551 1.88407 0.128
H 5.77571 0.75305 1.98597 0.133
H 4.70158 -1.10726 0.89321 0.107
H 2.44045 -1.13549 0.26842 0.065
H -0.12397 -4.51138 -0.81613 0.025
H -1.84368 -4.06457 -0.81363 -0.013
H -0.83388 -3.35996 -2.03357 0.038
H -2.54706 -1.67082 2.07928 0.045
H -2.90260 -1.77060 0.15765 0.024
H -2.60496 -3.25341 1.34337 0.025
H 0.41440 -2.47257 2.58936 0.024
H 1.42728 -2.87318 1.23410 0.011
H 0.21202 -4.14053 1.95847 0.047
```

The SMILES is C[Si](C)(C)[Si](C)(c1cccc2ccccc12)[Si](C)(C)C. As for the energy above the lowest of the compared OMol25 structures with the same formula, charge and spin: 150.4 kJ/mol. The calculation puts the largest force on an atom at 0.064 Eh/bohr.

***

(3)
Entry from the OMol25 dataset: a structure of composition C17H29Cl4CuO14S at a distorted geometry (the ωB97M-V functional and the def2-TZVPD basis).

```
66
Properties=species:S:1:pos:R:3:lowdin_charge:R:1
Cu 6.59329 -25.27408 20.82061 0.457
S 8.09548 -27.38717 19.90261 0.110
O 8.91667 -28.54571 20.27058 -0.398
O 8.00974 -27.65337 18.48328 -0.407
O 6.76034 -27.31871 20.50266 -0.448
O 8.49183 -26.04477 20.21449 -0.430
C 7.19042 -26.12534 23.77935 -0.324
O 6.45997 -25.19359 23.01185 -0.492
H 8.10881 -25.68506 24.16770 0.049
H 6.79254 -26.78273 24.55243 0.033
H 7.54973 -26.77069 22.97778 0.041
C 9.75393 -26.63433 29.02982 -0.005
C 8.88340 -27.61075 28.22861 -0.291
C 9.29845 -27.91485 26.75262 -0.099
O 9.73680 -29.20397 26.79578 0.085
C 9.63776 -29.73639 27.97237 -0.609
O 9.87761 -30.88290 28.29825 0.118
O 9.02405 -28.89093 28.74970 0.085
H 9.42564 -25.61074 28.84929 0.072
H 10.80651 -26.69988 28.75435 0.086
H 9.54695 -26.84859 30.07832 0.084
H 7.80941 -27.51384 28.38751 0.143
H 10.11458 -27.34605 26.30708 0.144
H 8.37594 -27.76085 26.19284 0.104
C 1.92230 -29.78066 27.91445 -0.040
C 2.74025 -28.72412 27.08262 -0.284
C 3.20511 -27.69239 28.19797 -0.029
O 4.63693 -27.57055 27.94219 0.081
C 4.99483 -28.55049 27.15548 -0.563
O 6.10351 -28.64593 26.66583 0.133
O 3.95734 -29.28414 26.70819 0.072
H 0.86883 -29.56436 28.09199 0.074
H 2.34203 -30.10423 28.86694 0.077
H 1.66930 -30.69357 27.37530 0.073
H 2.17506 -28.38875 26.21303 0.097
H 3.05319 -28.09390 29.19988 0.121
H 2.72934 -26.72990 28.00997 0.132
C 5.91075 -22.57162 25.18026 -0.028
C 5.65165 -23.69932 26.13868 -0.351
C 6.64849 -24.47772 26.96860 -0.101
O 5.97326 -24.65363 28.16949 0.052
C 4.82552 -23.95916 28.23050 -0.436
O 4.09724 -24.07697 29.23690 0.072
O 4.56914 -23.35306 26.96174 0.067
H 4.98746 -22.33262 24.65251 0.088
H 6.71465 -22.78003 24.47428 0.087
H 6.08470 -21.59247 25.62647 0.070
H 5.21474 -24.39390 25.42121 0.136
H 7.67723 -24.11899 27.00166 0.134
H 6.73624 -25.47886 26.54656 0.111
Cl 2.27465 -26.40464 24.24216 0.539
C 3.15273 -27.03535 22.80468 -0.625
C 3.72456 -28.33573 23.19920 -0.730
Cl 2.45443 -29.48361 23.29314 0.590
H 3.92821 -26.34937 22.46385 0.060
H 2.53044 -27.20946 21.92687 0.072
H 4.15459 -28.29498 24.19996 0.047
H 4.46052 -28.75791 22.51493 0.078
Cl 8.72758 -32.60104 24.96932 0.500
C 9.46413 -31.33957 23.93414 -0.601
C 8.36809 -30.18202 23.85107 -0.687
Cl 6.91862 -30.85882 23.24483 0.586
H 9.82518 -31.71131 22.97521 0.068
H 10.36009 -30.95783 24.42366 0.055
H 8.57000 -29.34929 23.17735 0.061
H 8.21301 -29.80609 24.86237 0.034
```

As for the spin multiplicity: 3. The total charge is -2. The value obtained for the calculated total energy is -152325.707 eV. As for the expectation value of S²: 2.00. The calculation puts the largest force on an atom at 0.121 Eh/bohr.

***

(4)
Entry from the OMol25 dataset: a cluster of 2 separate species, C17H29F4N6O5S in total at a distorted geometry (the ωB97M-V functional and the def2-TZVPD basis).

```
62
Properties=species:S:1:pos:R:3:lowdin_charge:R:1
C 3.25827 -1.53057 3.93634 -0.156
C 1.89111 -0.95629 4.39251 -0.555
S 1.90290 0.85848 4.62538 0.907
C 0.55567 1.62151 3.57832 -0.397
N -0.08725 0.64759 2.67368 0.003
C -1.44488 0.78938 2.45834 -0.218
N -2.33452 0.76907 3.39380 0.266
C -2.00929 0.65221 4.82299 -0.431
O -2.44677 1.46047 5.51845 0.250
N -1.17535 -0.38718 5.35326 0.210
C -1.55179 -1.69958 4.97972 -0.534
O -1.16067 -2.60380 5.56305 0.237
F -2.36671 -1.90168 3.92135 0.126
N -1.63871 0.88361 1.08672 0.006
N -2.29410 1.99394 0.54220 -0.088
C -3.72326 2.09663 0.87931 -0.023
C -1.55730 3.23847 0.73133 -0.437
C -1.10134 3.98012 -0.55135 0.021
O -1.32632 3.72930 1.77905 0.157
C -0.52054 0.25605 0.38005 -0.138
C -0.35092 0.52336 -1.11813 -0.068
O 0.42467 -0.56427 -1.65971 0.056
C 1.44200 -0.13137 -2.43812 -0.765
F 1.04377 0.72215 -3.36388 0.197
F 1.97200 -1.17942 -3.00642 0.215
F 2.39591 0.45859 -1.70156 0.162
C 0.62293 0.68770 1.36614 -0.303
N 1.89061 0.00737 1.26629 0.124
H 3.14742 -2.62368 3.81422 0.085
H 3.56190 -1.13985 2.95561 0.050
H 4.04581 -1.34713 4.68227 0.077
H 1.10866 -1.33207 3.71379 0.066
H 1.68587 -1.42133 5.37669 0.076
H -0.13804 2.08551 4.29834 0.084
H 1.04053 2.45334 3.04365 0.091
H -3.32474 0.83608 3.16938 0.175
H -0.17405 -0.21012 5.20521 0.070
H -4.18730 2.73847 0.10891 0.109
H -4.16065 1.09634 0.72721 0.109
H -3.93508 2.52396 1.87516 0.093
H -1.51804 3.48184 -1.43824 0.083
H -0.01470 4.13074 -0.57963 0.095
H -1.58733 4.97057 -0.48714 0.100
H -0.62513 -0.81527 0.66215 0.178
H -1.35243 0.43274 -1.57096 0.154
H 0.09761 1.51234 -1.28041 0.130
H 0.85903 1.70797 0.97848 0.159
H 1.94748 -0.58957 0.44860 0.089
H 2.62716 0.70289 1.23639 0.103
C 1.39679 -2.39805 -7.51986 -0.170
C 1.63988 -2.31936 -6.02188 -0.184
C 0.22432 -2.29059 -5.47355 -0.224
O -0.58536 -3.03391 -6.38675 -0.136
C 0.16174 -3.28191 -7.58613 -0.198
H 2.23851 -2.79974 -8.08258 0.115
H 1.16786 -1.40353 -7.91208 0.116
H 2.15392 -3.22228 -5.68156 0.119
H 2.23118 -1.45600 -5.71806 0.104
H -0.16534 -1.26575 -5.43231 0.113
H 0.15112 -2.73117 -4.47712 0.111
H 0.43302 -4.34244 -7.60149 0.119
H -0.46179 -3.07088 -8.45546 0.118
```

The total charge is +1. The value obtained for the calculated total energy is -58973.500 eV. The calculation puts the largest force on an atom at 0.070 Eh/bohr.

***

Q: The lowest largest force on an atom belongs to which entry?
A: C17H28Si3

***

Q: Which formula does entry 2 have?
A: C17H28Si3

***

Q: Among the records above, which one has the highest largest force on an atom?
A: C17H28NO